(1)
ORCA calculation (wB97M-V/def2-TZVPD) on 9 unconnected molecules or ions with the total composition C54H126.

Computed properties:
Multiplicity: 1
SMILES: CCCCCC.CCCCCC.CCCCCC.CCCCCC.CCCCCC.CCCCCC.CCCCCC.CCCCCC.CCCCCC

Each line ends with the Mulliken charge.
Cartesian coordinates (Å):
H  1.86  2.26  5.88  -0.1030
H  -3.24  -4.83  -5.26  0.3966
H  -2.28  -0.66  -5.18  0.1589
H  -3.08  0.46  1.00  0.3308
H  -0.05  -2.27  0.64  0.0935
H  -1.44  0.46  3.05  -0.6260
H  1.37  -4.58  -2.13  0.3687
H  2.50  -3.29  -4.82  0.0211
H  2.99  -0.71  5.12  -0.5695
H  0.21  4.21  -3.17  0.2590
C  0.78  -3.72  -2.49  0.0151
C  3.15  3.28  7.16  -1.3925
C  3.18  0.26  2.17  -1.3823
H  2.74  2.74  8.03  0.3492
C  1.53  1.64  -1.14  -1.1474
H  -0.83  3.49  2.45  0.0470
H  -1.79  4.58  -4.59  0.3519
H  2.92  0.27  8.54  0.3945
C  -3.28  0.33  5.18  0.0293
H  1.41  -0.65  8.46  0.4137
H  1.77  1.77  1.51  -0.3109
H  -7.31  -2.05  3.16  0.2762
H  1.21  3.68  6.35  0.3369
H  -4.37  -2.27  1.96  0.2910
H  -5.18  0.26  6.21  0.3793
H  -2.64  -2.92  -6.65  0.2854
H  4.67  -2.01  -0.80  -0.0295
H  -5.07  -4.88  -3.67  0.4246
H  -0.54  -3.22  -4.06  -0.1414
H  -7.86  -4.66  1.64  0.3047
C  2.61  0.96  -0.24  0.1356
H  4.48  -1.77  -4.11  0.5337
C  -0.63  4.56  2.58  -1.1215
H  4.00  0.43  -5.28  0.4021
C  2.15  3.28  6.02  0.2089
H  -0.22  4.26  4.64  0.1417
H  4.02  2.65  6.92  0.2573
C  0.86  -4.78  -4.79  -0.8595
H  1.33  0.04  1.12  -0.4129
C  0.26  4.74  3.79  -0.3396
C  -0.89  4.20  -6.51  -0.6610
H  -5.61  1.38  3.96  0.1502
H  -1.71  0.89  -2.20  -0.3023
H  -0.20  -0.25  5.74  0.3297
H  -0.22  0.66  -0.30  -0.0609
H  1.06  -3.70  0.31  0.5424
H  -3.28  -1.30  -3.96  -0.0769
C  4.15  -0.90  -3.54  0.5337
C  3.08  -1.41  7.15  -0.7772
C  -3.10  -0.46  0.44  -0.2622
H  -0.14  3.49  -6.89  0.2157
C  -4.11  -1.51  -5.94  -0.7696
H  -2.40  2.87  -6.89  -0.0471
C  -0.43  -0.42  4.69  -1.6197
H  -6.26  -3.38  3.19  0.3671
H  -0.88  -3.85  -1.12  0.5297
H  2.59  -0.57  -5.04  0.2041
H  2.15  4.51  2.75  0.6366
C  2.62  4.04  4.76  -1.1345
C  -0.96  3.98  -5.00  0.0425
C  -7.02  -2.93  2.55  -0.3075
H  -1.80  1.92  5.71  0.3365
C  5.70  -1.32  4.25  0.9651
H  -9.06  -3.28  1.84  0.3091
H  1.33  2.64  -0.79  0.4580
C  -8.22  -3.83  2.27  -1.2175
H  5.97  0.19  -3.79  0.4783
H  3.56  1.52  -0.35  0.4876
H  7.43  -1.86  3.09  0.3589
H  2.25  -4.30  -6.34  0.4267
H  1.47  2.97  3.40  -1.1529
C  -4.50  1.01  5.82  -0.6907
H  1.91  0.44  7.15  -0.2469
C  -3.66  -2.97  -6.23  -0.7853
H  2.94  0.82  -3.96  0.0208
H  -2.71  -0.17  -0.55  -0.2362
H  -5.19  -1.51  -5.71  0.3540
C  -2.15  1.38  4.82  -0.8908
C  -4.46  -1.08  0.25  -0.8481
H  -3.24  1.19  -3.92  0.1929
H  6.65  -3.39  -0.23  0.3856
C  5.35  -0.15  -2.95  -0.7598
C  -3.82  0.66  -4.68  -1.1911
C  -3.34  -0.75  -4.90  0.5367
H  -0.53  -2.17  -1.70  -0.0931
H  2.94  0.00  -0.68  -0.5501
H  -5.74  -4.52  -5.31  0.3317
C  2.27  -0.30  7.88  -0.7550
H  1.94  1.77  -2.14  0.0134
C  -6.33  -2.44  1.29  -0.9025
H  -6.00  -3.22  0.61  0.3437
C  0.00  -4.13  -3.72  0.0862
C  6.23  -1.02  -1.99  -1.0320
H  3.40  4.29  7.50  0.3963
C  -5.24  1.91  4.84  -1.0003
H  4.28  -2.76  5.08  0.3592
H  1.58  6.11  -3.84  0.4380
C  1.66  4.04  3.60  0.8853
H  -5.64  -3.31  -4.09  0.3050
H  0.51  -0.16  -1.64  -0.3119
H  0.19  -5.21  -5.53  0.3571
H  3.52  3.55  4.37  0.2918
H  -0.27  1.60  3.85  -0.9384
H  -8.58  -4.36  3.18  0.3649
C  3.78  -0.86  5.86  0.9515
H  -2.40  -1.17  0.89  0.1116
H  -0.02  6.56  -4.50  0.3032
H  5.49  -2.19  6.21  0.3781
H  5.08  0.75  -2.39  0.2360
H  5.95  -2.59  1.14  0.3053
H  -2.54  2.22  4.24  0.2636
H  -3.06  -3.50  -4.19  -0.3156
H  -4.00  -0.98  -6.89  0.3187
C  6.79  -2.29  3.86  -1.5003
H  1.24  -2.92  -5.88  0.2325
H  -4.21  1.57  6.73  0.3317
H  1.44  -2.06  -0.15  -0.1335
H  -6.10  2.32  5.40  0.3802
H  -0.75  -4.87  -3.39  0.4108
H  2.92  0.55  3.19  -0.0618
C  2.13  0.78  1.20  1.3069
H  -1.61  5.02  2.76  0.3806
H  -3.01  4.52  -6.96  0.4029
H  -4.63  2.73  4.50  0.2882
C  -5.10  -1.57  1.53  0.1699
H  -1.14  2.91  -4.90  -0.1646
H  4.19  0.12  6.08  0.1220
C  -3.68  -3.86  -5.02  0.4501
H  0.39  5.80  4.01  0.4602
H  -1.09  -1.28  4.60  0.4487
C  5.63  -1.49  -0.67  0.7636
H  1.16  3.84  -4.65  0.0880
C  1.80  -3.79  -5.49  -0.8162
H  6.62  -1.92  -2.49  0.3537
H  7.14  -0.43  -1.82  0.3543
C  -5.10  -4.17  -4.50  -1.5138
H  -2.92  -0.47  5.82  0.4523
H  2.76  5.08  5.01  0.3605
H  -1.03  2.52  -1.93  0.3322
H  -4.33  -3.40  -6.97  0.3528
H  5.05  -1.02  3.45  -0.6319
C  3.36  -0.03  -4.50  -0.9539
H  -5.28  -0.77  2.25  -0.1856
H  1.58  -2.99  -2.64  -0.4742
H  4.14  0.76  2.02  0.5482
H  -3.67  -0.08  4.23  -0.2661
H  7.41  -1.88  0.43  0.3619
H  -3.07  3.56  -9.20  0.4062
H  -7.06  -1.91  0.65  0.3320
C  -0.10  -3.11  -1.37  0.0015
H  -5.12  -0.41  -0.31  0.3682
C  0.62  -2.78  -0.05  -0.8597
H  5.46  -0.54  -0.14  -0.0540
C  6.49  -2.40  0.21  -1.5216
H  -1.80  4.83  -9.21  0.3291
C  -2.18  3.86  -7.26  -0.0298
H  0.52  -0.68  4.21  0.2438
H  -4.86  0.72  -4.33  0.3756
H  3.76  -1.82  7.89  0.4554
C  -1.01  0.79  4.00  2.3740
H  3.36  -0.80  2.14  0.4687
H  -0.52  5.20  -6.75  0.3777
C  0.28  0.82  -1.26  1.1123
H  3.58  -1.36  -2.73  -0.5453
H  -4.36  -1.95  -0.38  0.3540
H  6.43  -3.29  3.56  0.3043
C  0.32  4.39  -4.23  -0.0733
H  -3.70  1.25  -5.59  0.2052
H  -0.41  1.39  -3.20  0.1991
H  6.17  -0.39  4.62  0.3181
H  1.18  5.79  -5.53  0.3599
H  7.45  -2.54  4.73  0.4137
C  -2.09  3.86  -8.80  -1.4030
H  2.46  -2.26  6.85  0.3663
C  0.80  5.82  -4.53  -1.5093
C  4.84  -1.87  5.40  -1.1391
H  -1.48  3.04  -9.16  0.3338
H  1.41  -5.59  -4.35  0.3690
H  -0.17  4.97  1.69  0.4149
C  -0.79  1.48  -2.17  -0.7345

***

(2)
ORCA calculation (wB97M-V/def2-TZVPD) on 10 unconnected molecules or ions with the total composition C54H126N2O26.

Computed properties:
Multiplicity: 1
SMILES: COCCOCCOC.COCCOCCOC.COCCOCCOC.COCCOCCOC.COCCOCCOC.COCCOCCOC.COCCOCCOC.COCCOCCOC.CN(C)C=O.CN(C)C=O

Each line ends with the Mulliken charge.
Cartesian coordinates (Å):
H  8.38  2.64  11.03  0.2325
H  0.90  1.06  3.96  0.4808
H  -0.22  2.98  -6.44  0.2376
H  0.94  2.28  -3.36  -0.1353
C  -3.60  9.36  1.86  -0.7209
C  -0.24  -1.45  0.41  -0.4625
O  -3.22  -9.75  -0.34  -0.3437
H  1.07  -2.34  -6.71  0.1670
H  6.71  0.51  8.85  0.2827
H  -2.86  -7.57  0.70  0.3108
H  -1.64  -3.97  3.00  0.3799
C  0.96  -1.31  7.35  -0.7032
H  4.40  0.24  -1.80  0.4033
H  -0.02  -2.22  -2.04  -0.7322
N  -2.65  0.68  3.78  0.3167
H  -5.16  -2.06  -1.17  0.5053
H  -2.26  -5.26  -1.94  0.1268
H  -4.70  7.42  -1.39  0.2226
C  6.25  4.37  0.41  -0.5498
H  -2.61  9.79  1.73  0.2343
H  5.79  -3.99  5.12  0.3414
H  -2.24  -5.16  -0.15  0.2458
C  0.71  0.04  3.63  -0.8331
O  2.02  -0.80  6.57  -0.2533
C  7.33  1.61  1.34  -0.9251
H  7.37  0.78  0.63  0.2127
H  -2.81  5.07  -5.37  0.2654
H  1.76  -5.53  -7.86  0.3392
C  -6.66  5.68  -2.57  -0.7757
H  -4.66  4.86  -2.37  -0.0985
H  6.64  5.34  0.73  0.3247
C  -0.56  0.92  -0.26  -0.0472
H  -8.02  7.42  -4.00  0.3239
H  -2.35  0.45  1.83  -0.4601
O  -3.59  8.32  0.87  -0.3151
H  -3.67  -10.61  -2.21  0.2843
H  -1.19  -2.43  -5.63  0.1678
H  4.11  -3.02  -9.16  0.3393
H  -4.77  -8.98  0.73  0.3789
O  4.51  -1.78  0.96  -0.4273
C  -4.12  -2.21  -1.48  -0.3210
O  -0.98  -0.44  -0.24  0.5723
C  -1.86  3.30  -2.73  -0.2707
H  -2.91  -1.06  2.63  -0.4172
H  6.95  3.80  -0.23  0.3921
H  4.35  2.39  8.69  0.2843
H  -4.03  0.39  2.24  0.5395
C  6.47  -3.14  5.09  -0.7216
H  -0.95  -4.00  -5.00  0.3860
H  5.80  -0.49  -0.99  0.0011
H  -3.52  6.43  -0.63  0.1905
H  2.84  4.39  -1.05  0.3304
C  -2.25  2.10  3.71  -0.8954
H  2.71  -2.34  -10.06  0.2376
H  6.47  -2.57  6.02  0.1623
H  -1.07  -1.54  2.35  -1.3983
H  0.15  -0.58  7.35  0.1452
H  7.46  -3.58  4.89  0.2932
C  3.06  -2.71  -9.09  -0.7099
C  -2.81  -5.48  -1.03  -0.1903
C  -3.69  -7.39  -0.01  -0.2931
C  -0.08  -1.37  1.92  0.9978
O  2.14  -3.78  -8.93  -0.3532
H  4.88  -1.20  8.27  0.2805
H  -4.68  -4.56  4.75  0.3570
O  -3.97  3.47  -5.38  0.2226
H  3.83  -1.14  5.92  -0.1243
H  2.86  -1.29  -2.96  0.3044
C  -1.79  -5.58  5.10  0.1725
H  5.47  3.08  -1.67  0.2479
H  7.75  1.25  11.78  0.2305
H  -6.76  8.68  -3.92  0.2502
H  3.03  -1.96  -8.29  0.2577
H  -1.74  4.38  -2.63  0.5786
H  -3.14  2.73  3.70  0.3494
O  -0.74  1.24  -5.41  0.0295
H  -5.97  3.34  -5.95  0.4749
C  -0.41  -3.06  -5.18  -0.3160
H  3.37  -0.62  8.90  0.2912
C  -4.26  -8.81  -0.22  -0.7864
H  1.11  2.00  -5.65  0.1539
H  0.53  -2.15  2.39  0.8078
H  5.21  3.92  2.19  0.3394
H  3.16  -3.05  -2.75  0.4073
C  4.81  1.41  8.85  -0.7774
H  8.09  2.36  1.13  0.4768
C  -5.59  4.96  -1.80  0.0491
H  2.99  -0.42  0.34  0.1500
H  3.32  -2.45  6.96  0.3267
H  -1.48  2.90  -3.67  -0.1772
C  1.67  3.06  -3.14  -0.7168
H  -4.60  5.53  -5.50  0.1957
C  -4.04  -4.50  -1.08  -0.5118
O  -3.07  -6.85  -1.17  -0.3651
C  0.63  -3.24  -6.27  -0.6024
H  4.37  1.11  9.81  0.3728
O  6.20  -2.16  4.11  -0.2830
H  -4.07  -3.36  5.89  0.2676
H  -2.93  3.07  -2.67  0.2067
O  -2.08  -6.45  5.90  -0.6120
C  3.27  -2.06  -2.30  -0.5432
H  -1.69  2.17  2.77  0.1585
H  -4.82  6.89  1.63  0.3145
H  -3.30  -3.33  3.24  0.2689
H  -7.18  5.02  -3.28  0.4552
H  -2.59  0.81  5.84  0.4056
O  -5.42  5.62  -0.55  -0.4147
C  -1.59  1.54  -1.18  -0.0512
C  4.65  3.40  -1.03  0.1333
O  4.34  0.70  7.73  -0.1928
H  4.52  -3.12  3.39  0.3074
H  0.40  1.05  -0.78  0.1896
C  -3.02  0.45  -5.07  0.4532
H  0.55  -2.24  6.94  0.2518
H  -3.01  0.97  -4.11  -0.0544
H  7.05  3.77  2.23  0.5154
H  -6.18  1.05  -5.73  0.3777
C  2.52  -4.75  -7.97  -0.6982
H  3.46  -4.96  -6.00  0.3802
C  -1.98  1.12  -6.05  -0.6324
H  -4.03  -5.07  6.31  0.3933
O  -4.32  0.49  -5.57  -0.4723
C  -5.29  1.47  -5.27  -0.5577
H  -3.80  4.91  -6.85  0.3424
H  0.25  -3.71  -7.18  0.4619
C  -2.75  0.14  4.99  -0.0933
C  -4.75  7.53  0.75  -0.4476
O  6.53  1.97  10.31  -0.3300
O  6.00  2.16  1.51  -0.2064
N  -2.62  -4.53  4.86  0.1508
H  -1.92  -10.48  -1.72  0.2563
H  -4.44  -6.73  0.43  0.4041
H  1.02  3.86  -2.77  0.4244
H  1.97  3.45  -4.12  0.5088
H  -4.33  -4.15  -0.08  0.3313
H  -5.36  1.67  -4.19  0.2751
H  3.51  -3.42  -6.66  0.3238
H  4.41  0.26  0.64  0.2279
H  -2.03  0.33  -6.81  0.2569
C  -2.91  -10.01  -1.70  -0.6255
H  -7.54  8.24  -2.44  0.3128
H  -3.42  -1.95  -0.69  0.1491
H  -4.84  2.46  -7.04  0.3113
C  4.05  -0.67  0.17  0.0720
C  6.34  1.53  9.00  -0.1406
C  -3.80  4.82  -5.75  -0.8802
H  1.67  -0.47  3.68  0.1208
H  2.56  -2.20  -1.47  -0.0074
H  -1.85  0.89  -2.02  -0.0548
C  0.18  1.98  -6.20  -0.7764
H  -0.81  -5.54  4.62  0.3492
C  7.86  1.71  10.79  -0.6662
O  4.58  -1.83  -1.90  -0.5020
H  0.36  1.65  -7.24  0.3909
H  -4.89  -5.13  -1.37  0.3371
O  -3.07  -1.02  5.24  -0.5475
H  8.42  1.05  10.13  0.3342
H  3.42  -5.22  -8.41  0.4491
H  -5.56  8.26  0.58  0.2581
H  -0.72  -2.38  0.10  0.3470
H  -2.30  2.14  -6.30  0.1128
C  2.82  -4.28  -6.56  -0.4438
H  -1.54  -2.13  -2.97  -0.0559
C  -3.90  -4.36  5.50  -1.0167
C  3.29  -1.36  6.84  -0.1490
O  0.28  -0.05  2.29  -0.0066
H  3.72  4.67  -2.51  0.2918
H  7.55  0.93  2.17  0.3131
O  -1.23  2.86  -1.54  -0.4347
O  0.21  -2.55  -4.04  -0.1413
H  -5.92  3.94  -1.61  0.3613
H  -2.53  1.66  -0.62  0.1013
H  -5.03  -8.77  -1.00  0.3413
H  4.19  2.61  -0.42  -0.0363
O  2.80  2.75  -2.37  -0.1327
H  0.05  -0.46  4.34  0.0968
H  6.67  2.21  8.21  0.2298
C  3.42  3.86  -1.82  -0.6927
C  -0.57  -2.63  -2.88  0.4622
C  -3.06  0.00  2.53  0.3018
H  -3.98  -1.53  -2.33  -0.1013
H  5.95  -3.30  2.36  0.3742
H  -2.64  -0.54  -4.80  -0.0312
O  -6.20  6.87  -3.17  -0.2904
O  -3.85  -3.49  -2.05  -0.3684
C  -7.20  7.83  -3.40  -0.8266
H  -1.94  -2.79  4.27  0.1914
H  -4.29  10.12  1.49  0.3073
H  -2.81  -9.09  -2.29  0.2398
C  3.97  -0.64  7.98  -0.3430
O  1.71  -4.02  -5.76  -0.3148
C  -2.37  -3.64  3.73  -0.9077
C  -5.02  2.79  -6.00  -0.6860
C  5.42  -2.61  3.02  -0.5059
C  -4.57  6.74  -0.54  -0.1526
C  4.95  -1.39  2.25  0.5793
H  5.77  -0.67  2.17  -0.4067
O  5.10  4.58  -0.35  -0.3806
H  -0.55  1.39  0.73  -0.2147
C  6.11  3.57  1.69  -0.7242
H  1.31  -1.42  8.37  0.3852
H  -7.43  5.99  -1.84  0.4904
H  0.73  -1.59  -0.08  -0.4664
H  -0.86  -3.66  -2.64  0.3805
H  -3.86  8.93  2.82  0.2731
H  -1.47  2.31  4.44  0.3715
C  4.73  -0.61  -1.19  -0.3496
H  4.09  -0.87  2.70  0.0383

***

Computed values of calculated total energy (unit: eV) for the preceding records, in sequence: -58042.4979; -114238.1526.
Computed values of ΔE to the lowest compared entry with this formula, charge and spin (unit: kJ/mol) for the preceding records, in sequence: 0.0; 228.9.